17
Properties=species:S:1:pos:R:3:forces:R:3:nbo_charge:R:1 method="wB97M-V/def2-TZVPD" orbital_gap_ha=0.337 homo_ev=-8.45 lumo_energy_ev=0.72
C 1.508638 0.036426 1.621956 1.560 0.953 0.889 -0.6193
C 0.250120 0.333458 0.837041 -0.997 2.102 -0.662 -0.0463
C -0.854581 -0.672456 1.028339 -0.328 -0.092 -2.259 -0.5565
C -0.187170 0.330345 -1.711305 -2.992 -4.115 0.484 0.5875
H 2.165510 -0.749501 1.201498 -0.596 0.416 -0.157 0.2349
H 2.192687 0.981275 1.801826 -1.503 -1.800 -0.481 0.2222
H 1.186263 -0.337460 2.600775 0.266 0.273 0.082 0.2063
H -0.160084 1.363984 1.138201 0.532 -1.437 0.162 0.1940
H -1.891745 -0.355248 0.868714 0.424 0.517 0.299 0.2313
H -0.726032 -1.090304 1.975113 -0.161 -1.031 1.515 0.2320
H -1.651016 -1.071167 -2.190878 -2.163 -0.232 -0.808 0.3817
H -1.247654 0.900707 -3.333864 2.998 0.391 2.201 0.3548
H 0.684468 1.601664 -0.684628 0.700 -1.887 0.107 0.3996
N -0.822181 -1.029566 -1.699880 3.716 1.907 2.401 -0.7912
N -0.418226 1.176916 -2.613958 -2.334 0.406 -2.225 -0.7647
N 0.578221 0.542926 -0.597724 1.085 3.712 -0.619 -0.6438
S -0.607219 -1.962000 -0.241226 -0.207 -0.081 -0.930 0.3774